Entry from the Open Molecules 2025 dataset: C13H29ClIN2OP2PrSe as an isolated structure (ωB97M-V with the def2-TZVPD basis set).

Charge: +2
Multiplicity: 3
Highest occupied orbital energy (spin up / spin down) in eV: -13.94 / -13.94
Expectation value of S²: 2.004

Geometry as XYZ:
```
51
C13H29ClIN2OP2PrSe | the Open Molecules 2025 dataset | ωB97M-V with the def2-TZVPD basis set
C 1.84 -6.06 -4.45
C 1.19 -5.45 -3.22
H 1.68 -7.15 -4.41
H 2.91 -5.84 -4.46
H 1.38 -5.65 -5.36
O 0.60 -6.05 -2.36
I 1.30 -3.28 -2.93
Pr -0.08 0.00 0.11
P -2.35 0.30 -1.60
C -3.90 0.32 -0.65
C -2.23 1.90 -2.51
H -3.06 2.07 -3.20
H -3.21 -0.92 -3.58
H -1.28 1.89 -3.09
H -1.43 -1.04 -3.38
H -3.85 1.12 0.11
H -2.18 2.73 -1.78
C -2.40 -1.03 -2.85
H -4.81 0.45 -1.24
H -2.51 -1.99 -2.32
H -3.98 -0.64 -0.11
P 2.51 -0.33 1.29
C 2.47 -0.55 3.09
C 3.38 -1.77 0.56
H 3.60 1.29 -0.15
H 4.56 1.10 1.35
H 3.03 2.04 1.38
C 3.54 1.16 0.94
H 3.39 -1.65 -0.54
H 4.41 -1.90 0.92
H 3.45 -0.67 3.57
H 1.86 -1.45 3.31
H 2.80 -2.67 0.80
H 1.96 0.32 3.54
Cl 1.22 0.26 -2.01
C -3.09 4.35 0.43
N -2.70 3.75 1.71
C -3.43 3.83 2.88
C -2.71 3.19 3.84
N -1.56 2.71 3.24
C -0.47 2.04 3.91
C -1.55 3.03 1.90
Se -0.15 2.82 0.69
H -3.97 4.99 0.57
H -3.35 3.56 -0.28
H -2.26 4.95 0.04
H -4.38 4.34 2.95
H -2.91 3.06 4.90
H 0.47 2.56 3.70
H -0.64 2.04 5.00
H -0.40 1.00 3.57
```


Entry from the Open Molecules 2025 dataset: C13H29N2O6RuSe2 as an isolated structure (ωB97M-V with the def2-TZVPD basis set).

Multiplicity: 6
Highest occupied orbital energy (spin up / spin down) in eV: -6.47 / -6.79
Energy relative to the best compared isomer or geometry (same formula, charge and spin) in kJ/mol: 9.1
Expectation value of S²: 8.768

Geometry as XYZ:
```
53
C13H29N2O6RuSe2 | the Open Molecules 2025 dataset | ωB97M-V with the def2-TZVPD basis set
Ru -0.19 1.01 -0.11
C -4.12 0.31 -0.76
Se -2.84 1.72 -0.37
C -2.80 2.46 -2.18
C -1.95 1.68 -3.16
Se -0.03 1.85 -2.82
C 0.46 0.31 -3.91
H -3.79 -0.31 -1.59
H -5.09 0.75 -0.98
H -4.21 -0.32 0.13
H -2.43 3.48 -2.06
H -3.84 2.50 -2.51
H -2.15 2.04 -4.18
H -2.19 0.62 -3.13
H -0.21 -0.53 -3.71
H 1.47 0.03 -3.62
H 0.41 0.58 -4.96
C 2.05 0.82 4.73
O 0.78 0.81 4.08
C 0.66 1.31 2.85
O -0.42 1.32 2.29
N 1.78 1.86 2.28
N 1.61 2.18 0.90
H 1.86 0.44 5.73
H 2.45 1.84 4.79
H 2.75 0.16 4.22
H 2.68 1.47 2.51
H 2.53 2.21 0.47
H 1.19 3.11 0.83
C 3.65 -0.89 0.91
O 2.25 -1.11 0.76
C 1.77 -0.89 -0.51
O 2.53 -0.47 -1.37
H 3.88 -1.11 1.95
H 3.93 0.13 0.66
H 4.22 -1.55 0.26
O -0.51 3.40 -0.07
O -0.44 4.20 -1.11
C 0.47 -3.56 0.01
C -0.34 -2.26 0.14
C -0.57 -1.94 1.62
C -1.70 -2.49 -0.51
C 0.33 -1.11 -0.65
H -0.07 -4.39 0.47
H 1.44 -3.47 0.51
H 0.64 -3.80 -1.04
H -1.06 -2.78 2.11
H -1.20 -1.05 1.73
H 0.37 -1.75 2.13
H -2.25 -3.28 0.01
H -1.59 -2.79 -1.56
H -2.30 -1.58 -0.48
H 0.13 -1.20 -1.71
```


Entry from the Open Molecules 2025 dataset: a 4-piece molecular cluster, C13H29N3O5 overall (ωB97M-V with the def2-TZVPD basis set).

Multiplicity: 1
Highest occupied orbital energy in eV: -9.31
SMILES: CCOC(C)=O.CN(C)C=O.CN(C)C=O.CN(C)C=O
Energy relative to the best compared isomer or geometry (same formula, charge and spin) in kJ/mol: 9.9

Geometry as XYZ:
```
50
C13H29N3O5 | the Open Molecules 2025 dataset | ωB97M-V with the def2-TZVPD basis set
C 3.72 -3.90 -2.56
O 4.43 -3.03 -2.04
N 2.53 -4.37 -2.09
C 1.75 -5.23 -2.81
C 2.06 -3.95 -0.75
H 3.94 -4.36 -3.54
H 2.10 -5.43 -3.82
H 0.73 -4.91 -3.01
H 1.70 -6.22 -2.35
H 2.10 -4.66 0.07
H 2.60 -3.01 -0.60
H 1.00 -3.72 -0.81
C -5.22 -3.70 0.25
O -4.40 -2.99 -0.36
N -5.87 -3.35 1.38
C -5.47 -2.18 2.16
C -6.82 -4.25 1.96
H -5.59 -4.69 -0.09
H -5.03 -1.45 1.48
H -4.64 -2.54 2.78
H -6.25 -1.81 2.82
H -7.76 -3.72 2.11
H -7.17 -5.08 1.35
H -6.42 -4.63 2.90
C -0.85 1.95 -1.88
O -1.21 2.75 -1.04
N -0.57 2.30 -3.15
C -0.19 1.30 -4.11
C -0.64 3.66 -3.64
H -0.64 0.89 -1.69
H 0.06 0.32 -3.70
H 0.68 1.56 -4.71
H -0.96 1.05 -4.84
H -1.50 4.12 -3.15
H 0.26 4.22 -3.42
H -0.99 3.72 -4.67
O 5.47 5.23 2.51
C 4.37 4.68 2.26
O 3.31 4.72 3.06
C 3.36 5.39 4.26
C 2.28 4.84 5.23
C 4.12 3.88 1.01
H 3.03 6.41 4.06
H 4.36 5.23 4.66
H 1.29 4.90 4.79
H 2.34 5.44 6.14
H 2.42 3.78 5.41
H 3.37 4.35 0.37
H 3.80 2.87 1.28
H 5.07 3.60 0.55
```


Entry from the Open Molecules 2025 dataset: C13H29O2PSb as an isolated structure (ωB97M-V with the def2-TZVPD basis set).

Charge: -1
Multiplicity: 1
Highest occupied orbital energy in eV: -2.96
Energy relative to the best compared isomer or geometry (same formula, charge and spin) in kJ/mol: 0.0

Geometry as XYZ:
```
46
C13H29O2PSb | the Open Molecules 2025 dataset | ωB97M-V with the def2-TZVPD basis set
C 1.12 1.48 2.82
C 2.10 0.68 2.34
C 1.87 -0.68 1.80
Sb 3.38 -1.33 0.22
C 1.88 -1.14 -1.40
C 0.51 -1.76 -1.08
C -0.65 -0.76 -0.94
C -0.67 0.31 -2.04
C -2.01 -1.52 -0.89
C -2.77 -1.44 0.44
C -3.73 -0.28 0.60
C -3.63 1.00 0.22
C -4.88 1.74 -0.22
C -2.38 1.84 0.26
P 4.06 1.16 -0.31
O 4.39 1.00 -1.94
O 5.64 1.31 0.29
H 0.34 1.06 3.45
H 1.06 2.54 2.61
H 3.13 1.04 2.37
H 2.04 -1.45 2.57
H 0.83 -0.77 1.48
H 4.63 -1.88 -0.92
H 4.57 -1.33 1.55
H 2.87 -2.99 0.54
H 2.33 -1.66 -2.25
H 1.82 -0.09 -1.68
H 0.24 -2.52 -1.82
H 0.58 -2.30 -0.13
H -0.55 -0.28 0.03
H 0.01 1.13 -1.81
H -1.67 0.71 -2.18
H -0.34 -0.13 -2.99
H -2.65 -1.22 -1.71
H -1.77 -2.58 -1.04
H -2.06 -1.53 1.27
H -3.40 -2.33 0.51
H -4.68 -0.54 1.08
H -4.79 2.82 -0.08
H -5.08 1.51 -1.27
H -5.74 1.42 0.38
H -2.32 2.55 -0.56
H -1.46 1.27 0.34
H -2.47 2.44 1.18
H 4.72 1.83 -2.28
H 5.58 1.70 1.16
```


Entry from the Open Molecules 2025 dataset: C13H2CdCl3N5O3S2 as an isolated structure (ωB97M-V with the def2-TZVPD basis set).

Charge: -2
Multiplicity: 1
Highest occupied orbital energy in eV: -1.82
Energy relative to the best compared isomer or geometry (same formula, charge and spin) in kJ/mol: 37.6

Geometry as XYZ:
```
29
C13H2CdCl3N5O3S2 | the Open Molecules 2025 dataset | ωB97M-V with the def2-TZVPD basis set
Cd 0.40 1.32 -0.73
S -1.73 -0.04 -1.86
C -1.85 -1.00 -0.51
C -2.23 -2.36 -0.70
C -2.35 -3.20 0.40
C -2.82 -4.53 0.24
N -3.18 -5.62 0.15
C -2.13 -2.69 1.71
C -1.77 -1.34 1.94
C -1.61 -0.49 0.84
S -1.37 1.14 1.20
C -2.29 -3.49 2.91
N -2.29 -4.17 3.85
H -2.41 -2.71 -1.72
H -1.74 -1.00 2.97
O 0.54 3.51 -1.23
N 1.69 4.21 -1.31
C 1.51 5.52 -1.36
C 0.21 6.02 -1.36
N -0.86 6.50 -1.44
C 2.65 6.39 -1.43
N 3.67 6.92 -1.57
Cl 4.79 -0.75 -0.48
C 3.35 -1.63 -0.04
Cl 3.21 -3.13 -1.05
Cl 3.19 -2.12 1.69
C 2.10 -0.67 -0.34
O 0.92 -1.14 -0.26
O 2.38 0.54 -0.50
```


Entry from the Open Molecules 2025 dataset: C13H30AuNO5PS as an isolated structure (ωB97M-V with the def2-TZVPD basis set).

Charge: -1
Multiplicity: 1
Highest occupied orbital energy in eV: -3.71
Energy relative to the best compared isomer or geometry (same formula, charge and spin) in kJ/mol: 14.7

Geometry as XYZ:
```
52
C13H30AuNO5PS | the Open Molecules 2025 dataset | ωB97M-V with the def2-TZVPD basis set
Au -2.78 0.13 -0.15
S -3.39 -0.80 -2.07
C -3.82 1.79 -0.67
H -4.88 1.55 -0.78
H -3.44 2.21 -1.59
H -3.65 2.45 0.19
C -1.81 -3.75 0.48
C -0.77 -2.71 0.88
C 0.09 -2.33 -0.32
C 0.07 -3.20 2.05
O -1.55 -1.54 1.24
P -1.24 -0.39 2.34
O -1.19 -0.87 3.74
O -2.25 0.66 1.93
O 0.23 0.05 1.82
C 1.06 1.02 2.47
C 1.74 0.37 3.67
C 2.07 1.42 1.41
C 0.25 2.24 2.91
H -1.32 -4.65 0.12
H -2.45 -3.34 -0.30
H -2.43 -4.01 1.35
H 0.67 -3.20 -0.65
H 0.77 -1.52 -0.05
H -0.54 -1.99 -1.14
H 0.59 -4.11 1.75
H -0.55 -3.40 2.92
H 0.82 -2.45 2.33
H 2.39 -0.45 3.33
H 0.99 -0.04 4.34
H 2.36 1.10 4.20
H 2.64 0.54 1.09
H 2.77 2.16 1.80
H 1.56 1.82 0.53
H -0.48 1.97 3.68
H -0.30 2.65 2.06
H 0.92 3.00 3.31
C 1.82 1.40 -4.59
N 1.56 1.03 -3.21
C 2.68 0.64 -2.39
C 0.32 1.15 -2.62
C -0.85 1.52 -3.50
O 0.17 0.95 -1.43
H 2.90 1.45 -4.73
H 1.41 2.38 -4.83
H 1.42 0.68 -5.30
H 3.29 -0.10 -2.91
H 2.30 0.21 -1.46
H 3.32 1.50 -2.14
H -0.68 1.34 -4.56
H -1.08 2.57 -3.36
H -1.70 0.92 -3.16
```


Entry from the Open Molecules 2025 dataset: a 3-piece molecular cluster, C13H30BF6N4O4PSi overall (ωB97M-V with the def2-TZVPD basis set).

Multiplicity: 1
Highest occupied orbital energy in eV: -8.33
SMILES: C[Si](C)(C)B(CC(N)(N)N)[PH2]=N.CCOC(=O)C(F)(F)F.CCOC(=O)C(F)(F)F

Geometry as XYZ:
```
60
C13H30BF6N4O4PSi | the Open Molecules 2025 dataset | ωB97M-V with the def2-TZVPD basis set
C 4.17 0.45 0.45
Si 3.67 -0.11 -1.29
C 3.61 1.36 -2.46
C 4.87 -1.41 -1.94
B 1.81 -0.87 -0.97
C 0.57 0.07 -1.08
C -0.84 -0.41 -0.69
N -1.26 -1.58 -1.45
N -0.82 -0.79 0.72
N -1.86 0.63 -0.92
P 1.73 -2.76 -0.68
N 1.77 -3.34 -2.16
H 3.32 0.51 1.12
H 4.65 1.43 0.42
H 4.88 -0.27 0.88
H 2.61 1.53 -2.85
H 3.94 2.29 -1.98
H 4.26 1.19 -3.32
H 4.37 -2.36 -2.16
H 5.33 -1.07 -2.86
H 5.67 -1.61 -1.22
H 0.54 0.50 -2.09
H 0.83 0.93 -0.44
H -0.76 -1.70 -2.32
H -1.17 -2.42 -0.90
H -0.44 -0.03 1.27
H -1.79 -0.88 1.02
H -1.47 1.55 -0.78
H -2.16 0.58 -1.89
H 0.71 -3.14 0.20
H 2.87 -3.11 0.08
H 0.95 -3.90 -2.38
C 2.91 4.33 6.41
C 3.19 4.53 4.94
O 2.73 3.39 4.16
C 1.44 3.36 3.90
O 0.60 4.15 4.20
C 1.12 2.10 3.05
F 1.69 1.00 3.56
F 1.59 2.26 1.80
F -0.19 1.90 2.98
H 3.38 3.41 6.77
H 3.34 5.16 6.97
H 1.84 4.29 6.61
H 4.25 4.58 4.73
H 2.70 5.43 4.56
C -4.65 -2.26 -0.77
C -5.25 -1.23 -1.69
O -5.85 -1.85 -2.86
C -7.05 -2.36 -2.69
O -7.72 -2.35 -1.70
C -7.55 -2.96 -4.03
F -6.62 -3.74 -4.60
F -7.85 -1.97 -4.89
F -8.64 -3.69 -3.83
H -3.91 -2.86 -1.30
H -4.14 -1.74 0.04
H -5.41 -2.91 -0.34
H -4.48 -0.58 -2.10
H -6.01 -0.62 -1.20
```


Entry from the Open Molecules 2025 dataset: C13H30BrFNO5PS as an isolated structure (ωB97M-V with the def2-TZVPD basis set).

Multiplicity: 1
Highest occupied orbital energy in eV: -8.65

Geometry as XYZ:
```
53
C13H30BrFNO5PS | the Open Molecules 2025 dataset | ωB97M-V with the def2-TZVPD basis set
C 3.12 0.04 -2.13
C 1.64 0.09 -1.65
P 0.73 1.64 -2.15
C 1.62 2.34 -3.63
N -0.90 1.31 -2.79
C -1.38 -0.08 -2.59
C -1.09 -0.87 -3.89
O -0.94 -0.35 -4.90
Br -1.02 -2.82 -3.79
S -2.00 2.39 -2.08
O -1.38 3.61 -1.75
O -3.07 2.50 -2.98
F -2.57 1.79 -0.71
H 3.46 -1.00 -2.00
H 3.26 0.28 -3.19
H 3.80 0.66 -1.53
H 1.17 -0.86 -1.94
H 1.69 0.11 -0.55
H 1.47 1.69 -4.51
H 2.68 2.53 -3.42
H 1.11 3.29 -3.84
H -2.48 -0.03 -2.52
H -1.04 -0.58 -1.67
C -0.68 3.64 1.98
C -0.78 2.22 2.51
O 0.19 1.34 1.97
C 1.55 1.67 2.21
C 1.92 1.71 3.68
H -0.77 3.65 0.89
H -1.48 4.25 2.40
H 0.27 4.11 2.24
H -1.75 1.80 2.23
H -0.73 2.20 3.60
H 1.81 2.61 1.71
H 2.14 0.89 1.72
H 1.36 2.49 4.22
H 2.98 1.93 3.80
H 1.69 0.76 4.16
C -0.50 -2.05 2.38
C 0.15 -2.99 1.38
O -0.13 -4.36 1.62
C -1.49 -4.73 1.59
C -2.17 -4.47 0.26
H -0.18 -2.30 3.39
H -0.22 -1.02 2.17
H -1.59 -2.12 2.35
H 1.23 -2.88 1.44
H -0.13 -2.73 0.35
H -2.04 -4.25 2.41
H -1.52 -5.81 1.79
H -2.18 -3.41 0.01
H -3.20 -4.82 0.28
H -1.64 -4.99 -0.55
```


Electronic energy (computed, Eh): -5056.094767, -5971.215563, -1053.159880, -1244.621779, -3340.869930, -1819.713656, -2288.232905, -4357.628406
Largest force on an atom (computed, eV Å⁻¹): 2.954, 0.697, 3.741, 1.287, 3.582, 0.415, 0.336, 3.422
Molar mass (computed, g mol⁻¹): 673.56, 568.37, 307.39, 370.11, 559.10, 540.39, 490.27, 442.33